Formula: C4H4N2O2
Source: OMol25
Level of theory: the ωB97M-V functional and the def2-TZVPD basis

As for the expectation value of S²: 2.0553. The LUMO energy (spin up / spin down) is 0.00764 / -0.09567 Ha. Its calculated total energy is -11277.277 eV. Its energy above the lowest of the compared OMol25 structures with the same formula, charge and spin is 610.98 kJ/mol. The HOMO energy (spin up / spin down) comes out at -7.833 / -9.116 eV. As for the spin multiplicity: 3.

Cartesian coordinates (Å):
C1 0.49355 -2.38617 -0.96313
H1 0.26752 -3.36939 -0.74661
N1 -1.78858 -1.03790 1.67974
H2 0.12618 2.54006 1.94749
O1 -0.06740 1.72509 1.47233
H3 0.50315 1.26109 -1.70662
C2 -1.10027 -1.26540 0.79379
H4 1.34963 -2.23437 -1.62909
O2 -0.03584 3.25917 -0.13279
C3 -0.15077 -1.66221 -0.12954
C4 0.40152 1.10693 -0.69330
N2 0.00130 2.06309 0.10773

Force components x, y, z for each atom (eV/Å):
1.2 0.2 -0.1
-0.3 -2.8 -0.3
-1.4 0.7 1.4
-0.1 0.5 0.0
-0.1 -0.6 -0.8
0.3 1.6 -2.0
2.4 -1.6 -1.9
-0.5 0.6 0.2
-1.0 1.9 -0.2
-1.5 2.7 0.9
-0.9 -2.8 2.5
1.9 -0.4 0.4

=====

Formula: C22H13Cl5N2O5S3W
Source: OMol25
Level of theory: the ωB97M-V functional and the def2-TZVPD basis

The LUMO energy is -0.33307 Ha. Its calculated total energy is -133169.576 eV. Its energy above the lowest of the compared OMol25 structures with the same formula, charge and spin is 94.09 kJ/mol. The HOMO energy comes out at -14.978 eV. Its net charge is +2.

Cartesian coordinates (Å):
C1 -5.40643 -0.12923 2.28227
C2 0.07704 2.11912 3.17800
O1 -1.85709 0.68863 -1.14431
Cl1 0.51820 4.70075 3.80985
H1 -7.09376 1.67022 3.62714
O2 -0.08377 -1.48252 -2.18136
C3 -6.04546 1.65809 3.92637
C4 -5.19093 1.15019 2.80582
H2 2.88108 -4.69392 1.34076
N1 1.07330 -1.43478 0.37654
Cl2 1.04510 2.70603 -1.15432
C5 0.97361 -3.80971 0.82865
H3 -1.80858 -5.74620 0.57996
S1 -0.05644 0.91727 -3.48328
W1 0.03299 0.05594 -0.76804
C6 0.71691 2.53182 0.53939
C7 2.36006 -3.77834 1.08956
C8 -1.79296 -3.60686 0.31265
Cl3 -0.33939 1.91887 4.82342
O3 1.74300 -0.16843 -1.77125
S2 -2.69432 -0.44905 -0.51853
O4 -3.43238 -1.28341 -1.38456
H4 -2.85477 -3.55459 0.11390
N2 -1.31861 -1.12744 0.07883
Cl4 -0.41224 -0.48381 2.91687
C9 0.33087 1.25038 0.92800
C10 0.46492 3.40042 2.73110
H5 0.59812 -5.92883 1.06481
C11 -1.18709 -4.86244 0.58243
H6 4.10604 -2.53531 1.22242
Cl5 1.26630 5.15218 0.80505
H7 -5.76008 2.66493 4.22040
C12 0.03466 1.04535 2.29125
H8 -5.96370 1.00666 4.79701
C13 -1.01043 -2.49133 0.31118
C14 -3.63899 0.22244 0.71735
S3 0.94347 -0.69251 -3.05138
C15 0.15120 -4.96828 0.84820
O5 1.69871 -1.45284 -3.95686
C16 -4.64506 -0.60514 1.23704
C17 0.37045 -2.59002 0.53148
C18 2.37947 -1.42553 0.62355
H9 -6.19422 -0.75002 2.68753
C19 0.79883 3.62009 1.38590
C20 -4.18486 1.94907 2.25810
H10 -4.03128 2.94905 2.64192
C21 3.04661 -2.58712 1.02021
C22 -3.39249 1.50001 1.21969
H11 2.91400 -0.49568 0.47666
H12 -4.84143 -1.58002 0.81372
H13 -2.63139 2.13935 0.79158

Force components x, y, z for each atom (eV/Å):
0.0 0.0 -0.1
0.0 0.1 0.1
-0.1 -0.1 0.2
0.0 0.0 0.0
0.0 0.0 0.0
0.6 -0.1 -0.4
0.1 0.0 0.0
-0.1 0.0 0.1
0.0 0.0 0.0
0.2 -0.1 -0.3
-0.2 -0.2 0.1
0.1 -0.1 0.2
0.0 0.0 0.0
-0.1 -0.1 0.3
-0.6 1.4 -0.3
0.1 0.5 0.3
0.0 0.0 0.0
-0.2 -0.1 0.1
0.0 0.0 -0.1
0.2 0.0 -0.3
0.3 0.0 -0.2
0.1 -0.1 0.0
0.0 0.0 0.0
-0.3 -0.3 -0.7
0.0 0.0 0.0
0.2 -0.7 -0.2
0.0 0.0 0.0
0.0 0.0 0.0
0.0 0.2 0.0
0.0 0.0 0.0
0.0 -0.1 0.0
0.0 0.0 0.0
0.0 0.3 0.3
0.0 0.0 0.0
0.1 0.4 0.1
-0.2 -0.1 0.4
-0.1 -0.8 0.8
-0.1 0.1 0.0
0.1 0.2 -0.1
0.0 0.2 0.0
-0.1 -0.1 -0.1
0.1 -0.2 0.1
0.0 0.0 0.0
0.0 -0.1 -0.1
0.1 0.1 -0.1
0.0 0.0 0.0
-0.1 0.1 0.0
0.0 0.0 0.1
0.0 0.0 0.0
0.0 0.0 0.0
0.0 0.0 0.0

=====

Formula: C8H11N2S2
Source: OMol25
Level of theory: the ωB97M-V functional and the def2-TZVPD basis

The LUMO energy is -0.17195 Ha. Its calculated total energy is -33117.370 eV. Its energy above the lowest of the compared OMol25 structures with the same formula, charge and spin is 84.67 kJ/mol. The HOMO energy comes out at -13.222 eV. Its net charge is +1.

Cartesian coordinates (Å):
N1 2.18169 0.26748 -0.04856
H1 -3.78023 -0.66025 0.97314
H2 2.38006 1.54863 1.58715
H3 -3.99925 1.08936 1.09918
C1 -3.26964 0.28488 1.15165
H4 -2.86052 0.25937 2.16542
C2 -2.18635 0.48890 0.15647
H5 0.70349 0.29131 -0.67831
C3 -0.72060 1.54007 -1.54091
C4 -1.20063 -1.83859 0.06241
C5 2.85370 0.85591 0.91410
C6 -0.31693 0.19575 -1.25086
S1 3.17349 -0.73332 -0.90346
H6 5.48036 -0.68598 -0.01118
N2 4.15042 0.56218 1.02100
H7 -0.17732 -2.19838 0.01012
C7 -1.27177 -0.39945 -0.30347
C8 4.49384 -0.28768 0.11215
S2 -1.98884 2.06124 -0.59681
H8 -0.01878 -0.41255 -2.10321
H9 -0.23465 2.20896 -2.22849
H10 -1.59455 -2.01878 1.05791
H11 -1.79699 -2.41904 -0.64545

Force components x, y, z for each atom (eV/Å):
-0.2 0.0 0.1
0.0 0.0 0.0
-0.1 0.1 0.1
-0.1 0.0 0.1
-0.1 0.0 0.3
-0.1 0.0 0.0
0.3 -0.1 -0.2
0.0 0.3 0.1
-0.3 0.3 0.5
-0.2 0.0 0.0
-0.5 -0.3 -0.5
-1.0 0.0 -0.2
0.6 0.3 0.6
0.3 -0.1 0.0
0.9 0.2 0.6
0.1 -0.1 0.0
-0.1 0.4 -0.1
-0.4 -0.4 -0.6
0.8 -0.7 -0.5
0.1 0.0 -0.1
0.1 0.1 -0.2
0.0 -0.1 0.1
0.0 -0.1 0.0

=====

Formula: C2HN2OS
Source: OMol25
Level of theory: the ωB97M-V functional and the def2-TZVPD basis

The LUMO energy is 0.13646 Ha. Its calculated total energy is -17952.937 eV. Its energy above the lowest of the compared OMol25 structures with the same formula, charge and spin is 158.60 kJ/mol. The HOMO energy comes out at -2.082 eV. Its net charge is -1.

Cartesian coordinates (Å):
S1 1.23711 -0.24314 2.14239
H1 -1.24882 -1.09238 0.30944
C1 -0.21161 -1.16085 -0.15131
O1 -0.09404 -1.60525 -1.30959
N1 0.40445 2.10685 -0.82732
C2 0.55430 -0.49416 0.71867
N2 -0.64137 2.48892 -0.88230

Force components x, y, z for each atom (eV/Å):
0.4 0.0 0.2
0.2 -0.1 0.0
-0.9 0.3 0.1
0.3 -0.5 -0.8
-3.4 1.3 -0.2
0.0 0.2 0.6
3.4 -1.2 0.2

=====

Formula: CH3NO2S
Source: OMol25
Level of theory: the ωB97M-V functional and the def2-TZVPD basis

The LUMO energy (spin up / spin down) is -0.05312 / -0.05315 Ha. Its calculated total energy is -17500.577 eV. Its energy above the lowest of the compared OMol25 structures with the same formula, charge and spin is 472.14 kJ/mol. The HOMO energy (spin up / spin down) comes out at -10.303 / -10.303 eV.

Cartesian coordinates (Å):
H1 1.11038 1.05356 -0.37483
N1 -0.60427 0.25845 0.75783
C1 0.12746 0.42983 -0.43501
S1 0.36624 -1.13544 -1.38439
O1 -1.73890 0.52172 0.99396
H2 -0.52729 1.16601 -0.94819
H3 0.96711 -1.87886 -0.43631
O2 0.29928 -0.41527 1.82693

Force components x, y, z for each atom (eV/Å):
-1.6 -1.6 0.9
3.7 -4.1 8.1
1.2 2.3 -2.6
-0.5 0.7 0.2
1.1 0.1 -1.1
0.3 -0.9 -0.8
0.0 0.5 0.2
-4.2 3.1 -4.9

=====

Formula: C4H6N2O
Source: OMol25
Level of theory: the ωB97M-V functional and the def2-TZVPD basis

The LUMO energy is 0.01232 Ha. Its calculated total energy is -9268.544 eV. Its energy above the lowest of the compared OMol25 structures with the same formula, charge and spin is 478.39 kJ/mol. The HOMO energy comes out at -8.470 eV.

Cartesian coordinates (Å):
H1 -2.25701 -1.15012 0.21145
O1 0.42565 -2.20382 -0.75836
N1 -1.88027 -0.50787 0.89593
C1 -0.54012 -0.29434 0.75689
C2 0.64779 -0.05124 1.22472
H2 0.12486 2.08027 -0.62131
C3 0.68910 1.25934 -1.07202
H3 -2.16852 -0.74622 1.83590
H4 0.35963 1.13717 -2.10914
N2 1.00114 -1.18151 -1.03834
C4 0.50629 -0.01243 -0.26173
H5 1.34370 0.12847 2.02744
H6 1.74776 1.54227 -1.09145

Force components x, y, z for each atom (eV/Å):
0.0 0.2 0.0
0.4 0.4 -0.2
0.1 -0.1 0.1
0.3 0.1 0.0
-0.2 -0.1 0.1
0.1 -0.1 0.0
0.0 0.0 0.0
0.0 0.0 -0.1
0.0 0.0 0.2
-0.3 -0.5 0.3
0.0 0.1 -0.2
-0.1 0.0 -0.1
-0.2 0.0 0.0

=====

Copy entry 1 word for word.
Formula: C4H4N2O2
Source: OMol25
Level of theory: the ωB97M-V functional and the def2-TZVPD basis

As for the expectation value of S²: 2.0553. The LUMO energy (spin up / spin down) is 0.00764 / -0.09567 Ha. Its calculated total energy is -11277.277 eV. Its energy above the lowest of the compared OMol25 structures with the same formula, charge and spin is 610.98 kJ/mol. The HOMO energy (spin up / spin down) comes out at -7.833 / -9.116 eV. As for the spin multiplicity: 3.

Cartesian coordinates (Å):
C1 0.49355 -2.38617 -0.96313
H1 0.26752 -3.36939 -0.74661
N1 -1.78858 -1.03790 1.67974
H2 0.12618 2.54006 1.94749
O1 -0.06740 1.72509 1.47233
H3 0.50315 1.26109 -1.70662
C2 -1.10027 -1.26540 0.79379
H4 1.34963 -2.23437 -1.62909
O2 -0.03584 3.25917 -0.13279
C3 -0.15077 -1.66221 -0.12954
C4 0.40152 1.10693 -0.69330
N2 0.00130 2.06309 0.10773

Force components x, y, z for each atom (eV/Å):
1.2 0.2 -0.1
-0.3 -2.8 -0.3
-1.4 0.7 1.4
-0.1 0.5 0.0
-0.1 -0.6 -0.8
0.3 1.6 -2.0
2.4 -1.6 -1.9
-0.5 0.6 0.2
-1.0 1.9 -0.2
-1.5 2.7 0.9
-0.9 -2.8 2.5
1.9 -0.4 0.4